Entry 1:
18
Properties=species:S:1:pos:R:3 method="wB97M-V/def2-TZVPD" e_tot_ha=-2195.131853 multiplicity=3 e_above_lowest_kj_mol=0.0 lumo_energy_ev="-0.20 / -0.25" s2=2.0076 homo_ha="-0.206 / -0.293"
Ni 0.790 0.828 -0.875
C -0.135 -1.054 -4.347
H -0.462 -1.162 -3.311
H 0.961 -1.188 -4.397
H -0.433 -0.089 -4.755
H -0.641 -1.819 -4.870
H -0.350 1.726 -1.335
S 0.148 2.634 0.099
C 0.208 1.353 1.247
C 0.154 1.445 2.635
C -0.023 0.287 3.384
C -0.150 -0.965 2.771
C -0.009 -1.050 1.384
N 0.269 0.081 0.668
H 0.211 2.444 3.050
H -0.082 0.370 4.465
H -0.339 -1.857 3.357
H -0.116 -1.982 0.830



Entry 2:
17
Properties=species:S:1:pos:R:3 method="wB97M-V/def2-TZVPD" e_tot_ha=-363.605939 e_above_lowest_kj_mol=1098.3 lumo_energy_ev=0.47 homo_ha=-0.302
C 1.564 0.199 2.080
C 0.310 -0.790 -0.002
C -1.222 -1.009 -0.494
C -1.261 -0.125 -1.802
C -1.203 0.984 -0.687
C 0.363 0.721 -0.286
H 2.489 1.093 1.310
H 1.898 -1.333 2.024
H 1.187 0.527 3.535
H 1.393 -1.313 -0.315
H -1.881 -1.826 -0.168
H -0.283 -0.193 -2.308
H -1.966 -0.441 -2.682
H -1.326 1.888 -0.753
H 1.291 1.218 -0.738
N 0.486 0.180 1.072
O -1.838 0.221 0.214



Entry 3:
17
Properties=species:S:1:pos:R:3 method="wB97M-V/def2-TZVPD" e_tot_ha=-363.922093 e_above_lowest_kj_mol=268.2 lumo_energy_ev=0.90 homo_ha=-0.306
H -0.536 2.510 -0.760
N -0.834 1.889 -1.498
C -1.112 0.781 -0.927
C -1.292 0.740 0.518
C -0.194 -0.246 1.097
C -0.233 -1.550 0.361
C 0.910 -1.685 -0.356
O 1.688 -0.600 -0.164
C 1.066 0.362 0.755
H -1.468 0.007 -1.598
H -2.218 0.340 0.837
H -1.049 1.679 1.064
H -0.358 -0.390 2.107
H -1.001 -2.392 0.570
H 1.396 -2.535 -0.904
H 1.772 0.578 1.620
H 0.924 1.365 0.176



Entry 4:
17
Properties=species:S:1:pos:R:3 method="wB97M-V/def2-TZVPD" e_tot_ha=-363.979841 e_above_lowest_kj_mol=116.6 lumo_energy_ev=0.93 smiles="C=Cc1cc[nH]c1.O" homo_ha=-0.304
C 0.402 -0.772 -1.452
C 0.120 -0.319 -0.242
C -0.657 0.913 -0.014
C -0.270 2.122 0.617
C -1.359 2.943 0.655
N -2.400 2.293 0.046
C -1.973 1.056 -0.364
H 0.981 -1.615 -1.814
H 0.074 -0.151 -2.282
H 0.446 -0.840 0.651
H 0.717 2.402 0.933
H -1.424 3.939 1.055
H -3.369 2.486 0.227
H -2.632 0.407 -0.915
O 4.026 -4.739 0.750
H 4.069 -4.900 1.703
H 3.247 -5.224 0.446



Entry 5:
17
Properties=species:S:1:pos:R:3 method="wB97M-V/def2-TZVPD" e_tot_ha=-363.845159 e_above_lowest_kj_mol=470.2 lumo_energy_ev=0.37 smiles="C=C/C(C=O)=C/NC" homo_ha=-0.298
C -2.399 -1.445 0.248
C -1.817 -0.254 -0.261
C -0.462 0.133 -0.091
C -0.443 1.777 -0.091
O -1.486 2.526 0.072
C 0.400 -0.839 -0.353
N 1.729 -0.907 -0.046
C 2.307 0.615 0.254
H -1.866 -2.059 1.099
H -3.546 -1.791 0.255
H -2.578 0.353 -0.596
H 0.445 2.338 -0.516
H -0.049 -1.765 -0.488
H 2.371 -1.481 -0.507
H 2.481 1.243 -0.535
H 3.370 0.650 0.541
H 1.545 0.907 1.016



Entry 6:
17
Properties=species:S:1:pos:R:3 method="wB97M-V/def2-TZVPD" e_tot_ha=-363.866142 e_above_lowest_kj_mol=415.1 lumo_energy_ev=0.96 smiles="C[C@H]1C[C@@H]2C=NO[C@@H]12" homo_ha=-0.348
C -1.364 -1.120 -0.937
C -0.477 -0.973 0.279
C 1.089 -0.959 0.168
C 0.875 0.580 -0.136
C 1.211 2.020 0.207
N 0.130 2.642 0.613
O -0.981 1.743 0.670
C -0.346 0.472 0.696
H -1.297 -0.323 -1.685
H -1.226 -2.102 -1.407
H -2.386 -1.078 -0.591
H -0.834 -1.678 1.045
H 1.465 -1.586 -0.620
H 1.491 -1.243 1.116
H 0.558 0.574 -1.215
H 2.098 2.633 0.022
H -0.004 0.398 1.776



Entry 7:
17
Properties=species:S:1:pos:R:3 method="wB97M-V/def2-TZVPD" e_tot_ha=-363.902704 e_above_lowest_kj_mol=319.1 lumo_energy_ev=0.69 smiles="C=NC(=C)CCC=O" homo_ha=-0.327
C 0.951 0.432 2.134
N 0.745 -0.397 1.165
C -0.541 -0.358 0.585
C -1.592 -1.156 1.055
C -0.757 0.507 -0.569
C 0.044 -0.143 -1.670
C 1.586 0.253 -1.560
O 2.430 -0.403 -2.063
H 0.340 1.195 2.493
H 1.803 0.114 2.663
H -2.375 -0.911 0.443
H -1.481 -1.775 1.917
H -1.844 0.718 -0.625
H -0.482 1.567 -0.423
H -0.310 -1.172 -1.918
H -0.183 0.339 -2.685
H 1.666 1.191 -0.942



Entry 8:
17
Properties=species:S:1:pos:R:3 method="wB97M-V/def2-TZVPD" e_tot_ha=-363.873296 e_above_lowest_kj_mol=396.3 lumo_energy_ev=0.83 homo_ha=-0.340
C -1.568 0.059 -0.369
C 0.222 -1.414 0.123
C 1.590 -0.012 -0.272
C 0.665 1.264 -0.705
C -0.389 0.821 0.304
C 0.645 -0.140 0.897
H -2.479 0.396 0.130
H -1.804 0.345 -1.424
H -1.620 -1.809 0.369
H 0.329 -2.220 0.854
H 2.649 0.194 0.116
H 1.157 2.027 -0.128
H 0.364 1.510 -1.766
H -0.693 1.627 1.017
H 0.788 0.000 1.996
N -1.147 -1.227 -0.408
O 1.292 -1.419 -0.736



Entry 9:
17
Properties=species:S:1:pos:R:3 method="wB97M-V/def2-TZVPD" e_tot_ha=-363.901220 e_above_lowest_kj_mol=323.0 lumo_energy_ev=1.04 homo_ha=-0.339
C 0.605 0.027 -0.332
C 0.986 1.502 -0.671
C -0.633 0.717 0.167
C -1.419 -0.360 0.921
C -1.207 -1.402 -0.212
C -0.103 -1.183 -0.949
H 2.313 -0.792 0.410
H 1.651 0.291 1.427
H 2.028 1.763 -0.542
H 0.587 1.858 -1.627
H -1.303 0.994 -0.674
H -0.906 -0.714 1.814
H -2.475 -0.142 1.117
H -1.898 -2.236 -0.333
H 0.196 -1.764 -1.797
N 1.421 -0.477 0.780
O 0.158 1.918 0.501



Entry 10:
17
Properties=species:S:1:pos:R:3 method="wB97M-V/def2-TZVPD" e_tot_ha=-363.845594 e_above_lowest_kj_mol=469.0 lumo_energy_ev="-0.22 / -0.14" smiles="[H]/N=C(C=C)/C(O)=C/C" homo_ha="-0.271 / -0.276"
H 1.464 -2.833 -0.010
N 1.906 -1.920 0.115
C 1.014 -0.998 0.146
C -0.468 -1.019 -0.116
C -1.443 -1.391 0.794
C 1.189 0.438 0.336
O 2.054 0.910 1.273
C -0.094 0.994 0.056
C -0.603 1.552 -1.247
H -0.636 -1.306 -1.160
H -1.215 -1.546 1.842
H -2.478 -1.475 0.487
H 1.988 1.876 1.297
H -0.448 1.605 0.898
H -0.279 2.587 -1.386
H -1.696 1.571 -1.229
H -0.254 0.955 -2.093



Entry 11:
17
Properties=species:S:1:pos:R:3 method="wB97M-V/def2-TZVPD" e_tot_ha=-363.962334 e_above_lowest_kj_mol=162.5 lumo_energy_ev=0.77 smiles="C=Cc1ccc[nH]1.O" homo_ha=-0.297
C 1.280 1.284 1.403
C 0.408 1.637 0.475
C -0.303 0.669 -0.418
C -1.651 0.438 -0.563
C -1.794 -0.598 -1.466
C -0.529 -1.018 -1.916
N 0.329 -0.083 -1.367
H 1.765 0.397 1.676
H 1.679 2.068 2.074
H -0.079 2.592 0.536
H -2.395 1.042 -0.065
H -2.720 -0.939 -1.805
H -0.464 -1.731 -2.721
H 1.334 -0.173 -1.556
O 0.845 -2.110 2.081
H 0.498 -1.373 1.606
H 1.796 -2.102 2.027



Entry 12:
17
Properties=species:S:1:pos:R:3 method="wB97M-V/def2-TZVPD" e_tot_ha=-363.786586 e_above_lowest_kj_mol=624.0 lumo_energy_ev=0.98 smiles=C1OC12C[C@@H]1N[C@H]1C2 homo_ha=-0.337
C 2.117 -0.070 -0.521
O 1.973 0.014 0.814
C 0.722 -0.007 -0.019
C -0.125 -1.309 -0.030
C -1.338 -0.563 0.437
N -2.563 -0.102 -0.064
C -1.331 0.660 -0.330
C -0.034 1.309 0.172
H 2.584 -0.977 -0.713
H 2.796 0.664 -1.089
H -0.318 -1.725 -1.040
H 0.309 -2.079 0.672
H -1.005 -0.427 1.424
H -2.993 0.338 0.702
H -1.151 0.502 -1.444
H -0.121 1.627 1.302
H 0.478 2.144 -0.273



Entry 13:
17
Properties=species:S:1:pos:R:3 method="wB97M-V/def2-TZVPD" e_tot_ha=-363.839719 e_above_lowest_kj_mol=484.5 lumo_energy_ev=1.00 smiles="C=CO/C=C/[C@H]1CN1" homo_ha=-0.319
C -2.104 2.096 -0.016
C -1.463 1.945 1.165
O -0.057 1.688 1.365
C 0.534 0.540 0.962
C 0.043 -0.594 0.442
C 0.837 -1.721 -0.110
C 1.165 -1.899 -1.588
N 2.115 -1.521 -0.536
H -3.249 2.356 -0.016
H -1.681 1.864 -1.103
H -1.946 2.165 2.295
H 1.615 0.561 1.261
H -1.008 -0.478 0.237
H 0.743 -2.602 0.521
H 0.708 -0.989 -1.970
H 1.263 -2.788 -1.995
H 2.486 -0.624 -0.913



Entry 14:
18
Properties=species:S:1:pos:R:3 method="wB97M-V/def2-TZVPD" e_tot_ha=-439.157820 e_above_lowest_kj_mol=311.2 lumo_energy_ev=-0.62 homo_ha=-0.306
C 2.575 -0.041 0.874
C 1.775 0.473 -0.290
C 0.982 -0.797 -1.040
O 2.145 1.315 -1.092
O 0.915 -1.920 -0.618
H 0.608 -0.474 -2.035
H 1.937 -0.612 1.548
H 3.352 -0.706 0.496
H 3.038 0.803 1.392
C -0.955 0.147 0.335
C -2.293 0.430 -0.119
C -3.291 -0.456 -0.036
N 0.028 0.992 0.347
H -0.127 1.883 -0.120
H -0.794 -0.795 0.852
H -2.490 1.444 -0.462
H -3.107 -1.471 0.296
H -4.298 -0.213 -0.327